C50H96F30N8O23PS10 | the ωB97M-V functional and the def2-TZVPD basis

Values from the calculation:
lowest unoccupied orbital energy	1.3	eV
charge	-1
gap between HOMO and LUMO	9.2928	eV

Last column: Mulliken charge in e.
Element x y z (Å)
C -0.35915 -3.24177 2.05190  -1.09
C 0.71722 -2.53784 2.97300  1.63
C 0.72141 -3.23750 4.29206  -0.76
C -0.28049 -2.56447 5.27211  0.17
P 0.11684 -2.79702 7.02216  0.10
C -1.27052 -2.27688 7.95772  -0.18
C -1.05775 -2.26056 9.53244  -0.77
C -2.28489 -2.89649 10.22009  -0.76
C -3.66970 -2.25262 9.72787  -0.97
C 1.65927 -2.04586 7.50035  -0.66
C 1.82031 -0.53570 7.20721  -0.23
C 2.73900 0.24362 8.05812  -0.49
C 2.70059 1.67372 7.63563  -1.07
C 0.42203 -4.55126 7.37973  -1.82
C -0.66414 -5.58094 7.41866  -0.11
C -1.08605 -5.99046 5.99930  0.43
C -1.69807 -7.39480 5.92625  -1.81
H -1.37140 -3.21867 2.53782  -0.09
H -0.04490 -4.26037 2.00120  0.70
H -0.33045 -2.78229 1.06699  -0.02
H 0.53002 -1.44757 3.10747  -0.50
H 1.66156 -2.68084 2.41791  -0.65
H 1.73592 -3.22537 4.68620  0.64
H 0.39797 -4.31210 4.25366  -0.02
H -1.29598 -2.85423 5.04958  -0.37
H -0.28670 -1.48146 5.10428  0.66
H -2.11948 -2.92103 7.67837  -0.08
H -1.61026 -1.31943 7.65798  1.06
H -0.82724 -1.31389 10.02927  0.49
H -0.17811 -2.85349 9.78725  0.41
H -2.22382 -2.84503 11.30465  0.48
H -2.41702 -3.94975 10.02258  0.23
H -4.52241 -2.77881 10.19083  0.44
H -3.84196 -2.36351 8.64057  0.17
H -3.67659 -1.25426 10.07938  0.31
H 2.57905 -2.59653 7.09537  0.51
H 1.74852 -2.01491 8.57499  0.60
H 0.80726 -0.10278 7.24249  0.56
H 2.01289 -0.41575 6.20795  -0.16
H 3.74542 -0.11161 8.02174  0.33
H 2.47421 0.09949 9.13166  0.36
H 1.78756 2.22639 7.93784  0.33
H 2.78939 1.74357 6.55854  0.02
H 3.52325 2.25507 7.98128  0.48
H 0.93936 -4.51273 8.32912  0.75
H 1.15818 -4.82642 6.64429  0.70
H -1.69602 -5.28674 7.89478  0.05
H -0.24247 -6.47750 7.95252  0.42
H -0.22845 -6.06065 5.31986  0.17
H -1.71578 -5.23599 5.58819  -0.06
H -1.99367 -7.62760 4.95278  0.47
H -2.52924 -7.50675 6.61763  0.38
H -0.86738 -8.06520 6.13007  0.43
C -3.43830 2.67441 -2.80849  -1.99
C -2.82142 2.15960 -4.13082  0.64
N -2.96874 3.21711 -5.22390  1.25
C -4.46140 3.53620 -5.41807  -0.86
C -2.19941 4.50851 -4.77156  1.46
C -1.65564 5.37285 -5.89447  -1.81
C -2.30820 2.75086 -6.50521  -0.88
C -2.63038 1.37309 -6.90381  -0.36
O -3.95995 1.00611 -6.98359  -0.44
C -3.93411 -0.33974 -7.38668  -0.37
H -3.18765 1.93154 -2.04482  0.32
H -4.46093 2.85568 -2.80799  1.04
H -2.99688 3.62815 -2.56934  0.03
H -3.38609 1.32573 -4.53140  0.32
H -1.76865 1.99371 -4.09613  -0.33
H -4.93932 2.69115 -5.94100  0.11
H -4.54516 4.39259 -6.09187  0.41
H -4.82351 3.77310 -4.44560  0.49
H -1.37482 4.34865 -4.04575  -1.13
H -2.96857 5.13450 -4.29512  -0.02
H -1.54094 6.37696 -5.42231  0.42
H -2.33612 5.36559 -6.68981  0.50
H -0.62529 5.15399 -6.25349  0.28
H -1.25895 2.73699 -6.26347  0.35
H -2.51742 3.56847 -7.22217  0.68
H -2.04942 0.68157 -6.22291  -0.06
H -2.11051 1.35430 -7.86060  0.60
H -3.31789 -0.51225 -8.29311  0.28
H -4.92372 -0.62280 -7.60558  0.32
H -3.53751 -0.94444 -6.55399  0.06
C 6.28008 -0.61047 -6.02839  -0.98
C 6.53143 -1.47720 -4.83906  -0.80
N 5.94629 -1.12240 -3.48755  0.42
C 6.56216 -1.97299 -2.45745  -0.67
C 6.17311 0.30012 -3.15508  0.58
C 7.58815 0.68238 -3.04014  -1.68
C 4.41269 -1.23483 -3.62787  0.99
C 3.89424 -2.44655 -4.37152  -0.59
O 4.38423 -3.60778 -3.80900  -0.34
C 3.75694 -4.75525 -4.25894  -0.67
H 6.73466 -1.02230 -6.90931  0.50
H 6.52623 0.46254 -5.87980  0.16
H 5.22164 -0.58903 -6.25372  0.09
H 7.56639 -1.52114 -4.57268  0.80
H 6.20613 -2.46273 -5.10904  0.64
H 6.02815 -1.74864 -1.51671  0.05
H 7.61780 -1.70528 -2.34172  0.42
H 6.49865 -3.02524 -2.68967  0.33
H 5.71957 0.48677 -2.16741  0.10
H 5.56684 0.84041 -3.86080  -0.19
H 8.09295 0.52896 -3.97940  0.34
H 8.09233 0.18844 -2.23173  0.46
H 7.66153 1.74656 -2.76344  0.41
H 4.01482 -0.37539 -4.13299  -0.83
H 4.03816 -1.20467 -2.64584  0.38
H 4.27554 -2.39819 -5.40002  0.50
H 2.79051 -2.29928 -4.51062  0.05
H 4.27413 -5.56472 -3.79914  0.28
H 3.78342 -4.78570 -5.41926  0.26
H 2.70332 -4.64467 -3.94793  0.24
C 1.21309 -1.40904 -0.73788  -1.06
C 0.38636 -0.63280 0.20651  0.81
N -0.03612 0.76874 -0.25955  1.59
C -0.78434 0.67325 -1.57430  0.31
C -0.82590 1.47164 0.77467  0.19
C -2.05967 0.76247 1.32582  -1.38
C 1.20901 1.60766 -0.53206  1.64
C 1.01473 3.13240 -0.70472  -2.03
O -0.02465 3.49234 -1.56843  0.45
C -0.26610 4.92863 -1.60949  -0.58
H 0.88751 -1.54467 -1.75539  0.00
H 1.39940 -2.42155 -0.32743  0.76
H 2.23563 -0.99525 -0.78513  -0.19
H 1.09605 -0.52109 1.08211  -1.26
H -0.55408 -1.12618 0.48291  0.69
H -0.08125 0.45760 -2.34028  -0.49
H -1.13440 1.65023 -1.83656  -0.37
H -1.57309 -0.12709 -1.49741  0.12
H -1.12758 2.42398 0.33360  0.16
H -0.13906 1.74066 1.62546  0.17
H -2.56910 1.50591 1.93952  0.69
H -1.84418 -0.17315 1.91965  -0.07
H -2.78891 0.46177 0.54906  0.11
H 1.69019 1.11387 -1.36338  -0.07
H 1.95731 1.55248 0.30920  -0.52
H 1.99568 3.51171 -0.95400  0.66
H 0.83817 3.53399 0.34996  0.37
H 0.65163 5.49857 -2.01161  0.15
H -0.49513 5.31174 -0.60317  0.31
H -1.11305 5.05030 -2.29501  0.10
C -5.16728 -3.78397 3.78108  0.54
F -5.25539 -5.11229 3.50018  -0.25
F -4.22307 -3.27211 3.00309  -0.15
F -6.32744 -3.22370 3.40780  -0.25
S -4.62980 -3.33065 5.53629  0.87
O -5.40498 -4.17141 6.41605  -0.73
O -3.22462 -3.55948 5.37833  -0.77
N -5.03642 -1.85593 5.77056  -0.60
S -3.96122 -0.68234 5.50918  1.44
O -3.35149 -0.13830 6.68222  -0.73
O -3.18510 -0.98009 4.34760  -0.51
C -5.07353 0.72349 5.00329  0.39
F -6.03236 0.86534 5.95891  -0.22
F -4.36958 1.88185 4.85650  -0.21
F -5.70022 0.52608 3.86151  -0.21
C -0.36408 -4.83492 -5.84544  0.50
F 0.85378 -5.22612 -6.17702  -0.21
F -1.32241 -5.51875 -6.45591  -0.23
F -0.55762 -5.07124 -4.55443  -0.24
S -0.57871 -3.04929 -6.10090  1.18
O 0.61686 -2.59904 -5.42826  -0.52
O -0.78265 -2.93390 -7.49660  -0.68
N -1.93272 -2.74784 -5.31784  -0.45
S -1.85340 -1.83116 -4.05606  0.37
O -0.92207 -2.23227 -3.04304  -0.65
O -1.93766 -0.41842 -4.32516  -0.08
C -3.39459 -2.32082 -3.23867  0.44
F -3.47762 -3.63559 -3.25444  -0.21
F -3.47800 -1.88161 -2.00030  -0.13
F -4.50061 -1.84324 -3.90733  -0.26
C 1.32767 1.54688 -4.71361  0.00
F 0.60572 0.54968 -5.22737  -0.06
F 0.51926 2.62939 -4.41021  -0.20
F 1.81948 1.02857 -3.54599  -0.06
S 2.69462 1.84179 -5.93357  0.83
O 3.26053 0.53899 -6.23925  -0.68
O 2.11820 2.65721 -6.98332  -0.69
N 3.59866 2.66205 -4.96111  -0.14
S 4.93960 3.47747 -5.24665  0.93
O 5.93267 3.23050 -4.28489  -0.64
O 5.26968 3.65837 -6.60443  -0.66
C 4.39120 5.10431 -4.49208  0.58
F 3.51522 5.75238 -5.37624  -0.29
F 3.69690 4.93509 -3.34465  -0.20
F 5.40184 5.89787 -4.33332  -0.20
C 4.78307 -2.43545 1.92501  0.64
F 4.12423 -3.23580 1.04572  -0.26
F 4.14626 -2.60510 3.10109  -0.16
F 6.00151 -2.90945 1.94253  -0.25
S 4.70497 -0.64064 1.39637  0.78
O 5.85887 -0.08879 1.99442  -0.70
O 4.68342 -0.72170 -0.02518  -0.43
N 3.35466 -0.08326 1.98600  -0.25
S 3.24389 0.44627 3.51988  0.65
O 1.90785 0.13292 3.96228  -0.70
O 4.36342 0.29542 4.38060  -0.65
C 3.16970 2.17049 3.24690  0.55
F 4.27143 2.67474 2.67917  -0.25
F 2.12606 2.40919 2.39882  -0.27
F 2.95057 2.83148 4.33799  -0.23
C -7.76765 5.59994 -1.15916  0.50
F -8.55238 4.51215 -1.14065  -0.21
F -8.08066 6.38870 -2.17078  -0.22
F -8.01394 6.26301 -0.02222  -0.21
S -6.02074 5.17532 -1.38091  1.14
O -5.61145 4.54205 -0.15356  -0.72
O -5.87133 4.41095 -2.58536  -0.64
N -5.36263 6.62098 -1.55085  -0.50
S -4.44847 7.10694 -2.67155  1.29
O -3.07273 6.67279 -2.57982  -0.59
O -4.92905 7.08624 -4.01378  -0.69
C -4.47518 8.86635 -2.19270  0.44
F -4.13734 8.99183 -0.93633  -0.24
F -3.61579 9.62356 -2.88234  -0.21
F -5.69830 9.41852 -2.19112  -0.23

Atoms 1-2, force components in eV/Å:
C 0.0 1.4 1.5
C -1.1 -0.3 -2.0

***

H18O9 | the ωB97M-V functional and the def2-TZVPD basis

Values from the calculation:
lowest unoccupied orbital energy (spin up / spin down)	-3.5 / -10.8	eV
⟨S²⟩	0.758
spin multiplicity	2
charge	+1
energy above the lowest of the compared OMol25 structures with the same formula, charge and spin	88.8	kJ/mol
gap between HOMO and LUMO (spin up / spin down)	10.1848 / 2.9140	eV

Last column: Mulliken charge in e.
Element x y z (Å)
O -12.28554 -3.44806 -18.65973  -0.59
H -12.10136 -3.21429 -19.56949  0.28
H -11.42263 -3.53091 -18.25382  0.32
O -12.06330 0.71584 -23.37581  -0.35
H -12.16861 -0.21418 -23.17532  0.41
H -11.15295 0.90819 -23.15111  0.35
O -14.92352 -2.33110 -23.11987  -0.60
H -15.26395 -3.22566 -23.12992  0.29
H -15.65269 -1.79334 -23.42865  0.28
O -10.50746 1.58208 -21.06990  -0.62
H -11.11080 1.15911 -20.45890  0.34
H -10.02618 0.85864 -21.47143  0.33
O -14.93599 1.97689 -21.87180  -0.50
H -14.68056 2.89808 -21.82281  0.33
H -14.14869 1.52540 -22.17601  0.31
O -16.17124 -0.37030 -20.35843  -0.59
H -16.51798 0.44250 -20.72634  0.33
H -15.27114 -0.41496 -20.68100  0.35
O -13.35899 -0.80513 -20.77827  -0.38
H -12.87102 -1.16081 -21.52097  0.44
H -12.72458 -0.78499 -20.06179  0.35
O -12.00230 -0.17092 -18.59069  -0.61
H -11.29362 -0.65123 -18.16254  0.30
H -11.84125 0.74544 -18.36579  0.28
O -12.29834 -1.96488 -23.04096  -0.81
H -13.25201 -1.99992 -23.11529  0.44
H -11.99599 -2.77743 -23.44665  0.31

Atoms 1-2, force components in eV/Å:
O -0.2 0.3 0.0
H 0.0 -0.2 -0.3

***

C34H49BeN4O5 | the ωB97M-V functional and the def2-TZVPD basis

Values from the calculation:
lowest unoccupied orbital energy (spin up / spin down)	0.5 / -0.5	eV
⟨S²⟩	0.751
spin multiplicity	2
charge	0
energy above the lowest of the compared OMol25 structures with the same formula, charge and spin	153.6	kJ/mol
gap between HOMO and LUMO (spin up / spin down)	6.8133 / 6.6814	eV

Last column: Mulliken charge in e.
Element x y z (Å)
Be 2.35658 -0.26862 -2.54421  0.80
C 0.43305 0.14817 1.68847  -0.44
C -0.13635 -0.56837 0.43601  0.54
O 0.61043 -0.18504 -0.72757  -0.83
H 1.49389 -0.06046 1.82707  0.16
H -0.10762 -0.29214 2.52627  0.46
H 0.33705 1.23334 1.72443  -0.32
H -1.16235 -0.20501 0.37775  -0.14
H -0.23545 -1.64637 0.56332  -0.52
N 1.09581 6.58623 2.54658  -0.58
C 0.51293 5.36591 2.74559  -0.09
C 1.26714 4.21586 2.77753  -0.17
C 2.66199 4.33820 2.91898  -0.46
C 3.22654 5.58112 2.70713  -0.28
C 2.44837 6.69108 2.53463  -0.31
H -0.56622 5.32595 2.72978  0.45
H 0.85888 3.23827 2.98743  0.16
H 3.18322 3.39731 3.01612  0.32
H 4.29410 5.66919 2.56944  0.38
H 2.91589 7.65869 2.42713  0.39
N 0.90659 -1.76029 -4.11840  -0.23
C 1.04508 -1.89752 -5.45126  -0.26
C 0.62804 -2.97302 -6.22076  -0.36
C -0.07871 -3.99365 -5.54500  -0.72
C -0.47087 -3.73599 -4.20275  0.01
C 0.10045 -2.63732 -3.47657  0.34
H 1.54721 -1.11580 -6.00188  0.35
H 0.81977 -3.07871 -7.27834  0.40
H -0.39743 -4.80361 -6.18436  0.37
H -1.15862 -4.39924 -3.69926  0.17
H -0.09671 -2.48135 -2.42623  0.02
N 4.12084 -0.09849 -0.65680  0.12
C 5.35297 -0.72491 -0.54865  -0.44
C 6.28240 -0.52932 0.49311  -0.47
C 5.97073 0.28341 1.51017  -0.32
C 4.69625 0.87101 1.55492  -0.70
C 3.83348 0.59827 0.43747  -0.05
H 5.63547 -1.27620 -1.43335  0.40
H 7.28177 -0.93671 0.45198  0.37
H 6.65725 0.36951 2.33944  0.38
H 4.48807 1.58040 2.34222  0.25
H 2.92841 1.18721 0.41774  0.56
N 2.55005 2.32915 -2.00867  -0.07
C 1.69447 2.91139 -1.13885  -0.37
C 1.99043 4.11889 -0.57081  -0.19
C 3.11248 4.85881 -1.03912  -0.52
C 4.06758 4.26777 -1.92751  -0.58
C 3.63739 3.06257 -2.44446  -0.42
H 0.69114 2.56466 -0.94004  0.45
H 1.18674 4.38750 0.09877  0.54
H 3.39772 5.83133 -0.66599  0.40
H 4.99271 4.74959 -2.20749  0.44
H 4.28720 2.53233 -3.12489  0.35
C -2.90231 -4.57848 -1.22294  -0.68
C -1.72479 -5.24359 -0.45014  0.75
O -1.80321 -6.28720 0.22627  -0.64
C -0.39344 -4.47885 -0.55659  -0.18
H -2.76555 -4.89281 -2.25764  0.48
H -2.75501 -3.49848 -1.22248  -0.18
H -3.80076 -4.92213 -0.71031  0.33
H -0.44402 -3.40412 -0.38195  -0.51
H -0.06021 -4.60176 -1.58710  0.31
H 0.43548 -4.94732 -0.02600  0.42
C -3.87583 0.90661 2.49525  -0.75
C -2.88559 2.14928 2.56946  0.95
O -3.04754 3.05890 1.83234  -0.58
C -1.80947 2.11261 3.54996  -0.46
H -4.56317 1.01272 1.65595  0.16
H -4.31205 1.01100 3.48868  0.49
H -3.26734 0.02407 2.29782  0.00
H -0.77166 2.04650 3.22334  -0.44
H -1.81512 1.20921 4.15983  0.33
H -1.99256 2.91735 4.26197  0.46
C -2.43665 -3.12016 2.99615  -0.71
C -3.77292 -3.23882 2.34330  0.79
O -4.07559 -2.43759 1.52083  -0.49
C -4.51537 -4.54752 2.56574  -1.08
H -1.70513 -3.83609 2.62141  0.28
H -2.51315 -3.19785 4.08068  0.44
H -2.01200 -2.11637 3.00977  -0.12
H -4.30950 -5.16233 1.68953  0.20
H -5.58370 -4.35804 2.46154  0.36
H -4.21288 -5.09381 3.45914  0.35
C -4.53824 1.01470 -1.55853  -0.89
C -3.69938 0.37653 -2.61533  0.43
O -3.50650 0.99613 -3.63397  -0.61
C -2.94778 -0.86487 -2.27037  -0.16
H -5.32934 0.37000 -1.17564  0.41
H -4.97412 1.96135 -1.87787  0.37
H -4.09507 1.08157 -0.56493  -0.06
H -3.08054 -1.13201 -1.22198  -0.10
H -1.91555 -0.83156 -2.61891  0.09
H -3.41089 -1.74183 -2.72267  0.48

Atoms 1-2, force components in eV/Å:
Be -1.0 0.5 1.6
C 0.0 -1.3 0.0

***

C12H16ClO16Pd | the ωB97M-V functional and the def2-TZVPD basis

Values from the calculation:
lowest unoccupied orbital energy (spin up / spin down)	-7.5 / -12.3	eV
⟨S²⟩	3.759
spin multiplicity	4
charge	+2
gap between HOMO and LUMO (spin up / spin down)	6.7007 / 1.8878	eV

Last column: Mulliken charge in e.
Element x y z (Å)
Pd -2.99521 -3.82544 -2.62661  0.86
Cl -1.02356 -1.22256 -1.49409  1.77
O -1.65790 -2.43371 -0.99731  -0.67
O -1.18758 -1.12311 -2.88509  -0.71
O -1.66001 -0.04084 -0.88037  -0.57
O 0.37847 -1.30230 -1.28514  -0.65
C 1.31872 -2.35496 2.03364  -0.05
C 1.39745 -3.48670 0.98090  -0.10
O 2.39708 -4.32799 1.49249  -0.25
C 3.17593 -3.67859 2.30286  0.72
O 4.29082 -4.05066 2.66762  -0.02
O 2.58411 -2.54171 2.69841  -0.29
H 0.49599 -2.53758 2.72492  0.30
H 1.15993 -1.34487 1.65601  0.18
H 1.65825 -3.01608 0.03296  0.21
H 0.38112 -3.86782 0.88131  0.32
C -2.41313 -0.91732 2.72514  0.19
C -3.48613 -0.85958 1.63529  -0.25
O -3.45362 0.56938 1.45367  -0.30
C -2.97907 1.23401 2.43537  0.65
O -3.04027 2.44924 2.48031  -0.59
O -2.47323 0.36793 3.34281  -0.38
H -1.40879 -1.02819 2.31636  -0.33
H -2.57834 -1.69419 3.47164  0.44
H -4.41480 -1.18122 2.10668  0.36
H -3.25342 -1.56655 0.83896  0.17
C 1.82600 0.21810 -4.17496  -0.15
C 2.51425 1.01566 -2.98839  -0.12
O 3.93134 0.86014 -3.26402  -0.33
C 4.10802 0.49356 -4.54562  0.60
O 5.23546 0.29308 -4.99481  -0.52
O 2.91808 0.17843 -5.14670  -0.35
H 0.92817 0.75269 -4.48515  0.34
H 1.63919 -0.80688 -3.85462  0.16
H 2.04635 0.63053 -2.08239  0.13
H 2.20046 2.05125 -3.11952  0.25
C -0.26125 3.06355 0.88316  0.10
C -1.41629 3.52191 0.07860  -0.23
O -1.96998 4.58768 0.94058  -0.26
C -0.99021 5.05685 1.70418  0.84
O -1.00983 6.02248 2.45137  -0.04
O -0.01779 4.19843 1.68538  -0.31
H 0.63319 2.95681 0.26941  0.30
H -0.36489 2.08558 1.35319  -0.01
H -2.08608 2.66241 0.05125  0.23
H -1.07693 3.93895 -0.86956  0.37

Atoms 1-2, force components in eV/Å:
Pd 0.7 0.8 0.5
Cl -0.5 3.3 -0.8

***

Sequential E_tot output: -11450.384826 -687.546257 -1934.647057 -2257.540980 hartree